(1)
Entry from the Open Molecules 2025 dataset: the ion C2H6NO2 with charge +1 at a distorted geometry (ωB97M-V/def2-TZVPD).

Summary:
- HOMO level (eV) = -15.78
- energy relative to the best compared isomer or geometry (same formula, charge and spin) (eV) = 5.982

```
! wB97M-V def2-TZVPD RIJCOSX def2/J DEFGRID3
* xyz 1 1
O 0.1818 -1.7104 0.4369
C -0.5533 -0.5932 0.6075
O -1.5686 -0.3851 -0.0828
C 0.4780 0.6821 0.2365
N 0.4768 0.8303 -1.1624
H -0.7663 -0.5101 1.7019
H 0.0580 1.5171 0.7911
H 1.4798 0.4269 0.5949
H 0.9873 1.5897 -1.5553
H -0.3809 -2.4105 0.0551
H -0.3925 0.5632 -1.6235
*
```



(2)
Entry from the Open Molecules 2025 dataset: the ion C2H3ClN3S with charge +1 at a distorted geometry (ωB97M-V/def2-TZVPD).

Summary:
- structure (SMILES) = C/N=C(/Cl)N=[N+]=S
- HOMO level (eV) = -14.78
- energy relative to the best compared isomer or geometry (same formula, charge and spin) (eV) = 1.888

```
! wB97M-V def2-TZVPD RIJCOSX def2/J DEFGRID3
* xyz 1 1
C -0.7733 -0.5782 -0.0849
C 1.7349 -0.8455 0.1958
N -1.1168 1.0290 0.3548
N -1.5984 1.9761 -0.1130
N 0.3501 -0.9689 -0.2770
S -2.1557 3.2140 -0.7195
Cl -2.3202 -1.2080 -0.1969
H 2.1169 -1.8479 0.3601
H 2.2582 -0.4944 -0.6269
H 1.5042 -0.2764 1.1074
*
```



(3)
Entry from the Open Molecules 2025 dataset: the molecule C2H2O3S at a distorted geometry (ωB97M-V/def2-TZVPD).

Summary:
- structure (SMILES) = O=CC=S(=O)=O
- HOMO level (eV) = -10.75
- energy relative to the best compared isomer or geometry (same formula, charge and spin) (eV) = 3.152

```
! wB97M-V def2-TZVPD RIJCOSX def2/J DEFGRID3
* xyz 0 1
C 0.2395 0.5803 0.7279
C -0.3030 -0.2934 -0.3766
O -0.3292 0.6780 1.8273
O -0.1926 -1.6064 -2.6172
O 1.7182 -0.0438 -2.0420
S 0.4601 -0.6458 -1.7512
H 1.1740 1.0167 0.4655
H -1.1307 -0.8567 -0.3568
*
```



(4)
Entry from the Open Molecules 2025 dataset: the molecule C3H8N2O at a distorted geometry (ωB97M-V/def2-TZVPD).

Summary:
- structure (SMILES) = C=NOCCN
- HOMO level (eV) = -9.39
- energy relative to the best compared isomer or geometry (same formula, charge and spin) (eV) = 3.246

```
! wB97M-V def2-TZVPD RIJCOSX def2/J DEFGRID3
* xyz 0 1
C -1.2630 0.0607 -1.3797
C 0.1941 0.0984 -1.0051
C 1.7085 0.3136 2.0774
H -2.8838 -1.1762 -1.1192
H -2.0134 -0.9224 0.2913
H -1.7616 1.0541 -1.1945
H -1.2675 -0.0837 -2.4517
H 0.7091 0.9385 -1.4785
H 0.7163 -0.8846 -1.2234
H 0.8698 0.3456 2.7868
H 2.7464 0.3859 2.3634
N -1.9149 -1.0566 -0.7463
N 1.5346 0.3200 0.8226
O 0.2136 0.3329 0.4171
*
```



(5)
Entry from the Open Molecules 2025 dataset: the molecule C22H27ClN6O2 at a distorted geometry (ωB97M-V/def2-TZVPD).

Summary:
- structure (SMILES) = COCCn1nnnc1[C@@H](c1ccccc1Cl)N1CCN(c2ccccc2OC)CC1
- HOMO level (eV) = -7.96
- energy relative to the best compared isomer or geometry (same formula, charge and spin) (eV) = 19.902

```
! wB97M-V def2-TZVPD RIJCOSX def2/J DEFGRID3
* xyz 0 1
C 3.2925 -1.1467 5.1955
H 3.1318 0.0384 5.0017
O 2.7699 -1.7278 3.9422
C 3.4075 -1.3887 2.8985
C 2.6749 -2.0242 1.8898
N 2.9979 -1.6295 0.6233
C 2.2343 -0.8582 -0.0479
N 3.0601 -0.2496 -1.2619
N 4.2280 -0.9378 -1.1486
N 4.1319 -1.7219 -0.1187
C 1.0982 -0.2990 0.0829
N 0.4500 0.6078 -0.8700
C -1.1147 1.1940 -0.3205
C -1.5456 1.9006 -1.6022
N -1.6819 1.4007 -2.7796
C -2.8864 0.6200 -3.2032
C -3.1443 0.5517 -4.5659
C -4.1727 0.0064 -5.1884
C -5.2349 -0.1758 -4.6295
C -5.1428 -0.1840 -3.1118
C -3.9679 0.4961 -2.4648
O -3.7882 0.3669 -1.1089
C -4.9427 0.1688 -0.3967
H -4.6430 0.2544 0.7178
H -5.7075 1.0865 -0.6885
H -5.3460 -0.7920 -0.4825
H -6.1594 -0.2774 -2.3778
H -6.0658 -0.6006 -5.0660
H -4.1758 -0.1531 -6.2428
H -2.2282 0.7864 -5.2757
C -0.3605 0.7389 -3.2767
C 0.1480 -0.0911 -2.0618
H 1.0840 -0.6197 -2.4651
H -0.6433 -1.0213 -1.8421
H -0.5605 0.1451 -4.0367
H 0.3752 1.4540 -3.5164
H -2.5234 2.5162 -1.2473
H -0.9259 2.5222 -1.6741
H -0.8322 1.6084 0.4598
H -1.5607 0.0980 -0.2362
C 0.9811 0.4905 1.4304
C 0.6235 0.0929 2.7002
C 0.8058 1.1262 3.8485
C 1.5503 2.2423 3.7703
C 2.3325 2.5892 2.4343
C 1.8028 1.7754 1.2588
H 2.2603 1.9359 0.3847
H 2.6525 3.4012 2.3355
H 1.8661 2.9580 4.4018
H 0.4264 0.8496 4.7343
Cl -0.5352 -0.9430 2.7837
H 0.3446 -1.0848 0.4007
H 1.6293 -2.1262 1.8040
H 3.0378 -3.3034 1.7718
H 3.2241 -0.4320 2.6988
H 4.5221 -1.8969 2.8698
H 4.3959 -1.2382 5.4348
H 2.8221 -1.4553 6.1426
*
```



(6)
Entry from the Open Molecules 2025 dataset: a cluster of 5 separate species, C5H22N2O5 in total at a distorted geometry (ωB97M-V/def2-TZVPD).

Summary:
- structure (SMILES) = CN[C@H](CN)CCO.O.O.O.O
- HOMO level (eV) = -8.44
- energy relative to the best compared isomer or geometry (same formula, charge and spin) (eV) = 1.683

```
! wB97M-V def2-TZVPD RIJCOSX def2/J DEFGRID3
* xyz 0 1
C 0.0263 1.7338 2.2620
N -0.7002 1.1937 1.1326
C 0.1595 0.7931 0.0060
C -0.6967 0.4881 -1.2180
C -1.6767 -0.6773 -1.0362
O -2.6974 -0.3023 -0.0983
C 1.2158 1.8555 -0.4092
N 2.5552 1.3665 -0.1159
H 0.9444 1.1838 2.4609
H -0.5939 1.6957 3.1591
H 0.2789 2.7924 2.1068
H -1.5245 1.7082 0.8636
H 0.6865 -0.0862 0.3792
H -0.0781 0.2301 -2.0819
H -1.3584 1.3055 -1.5179
H -2.3805 -0.7640 -1.8647
H -1.1482 -1.5878 -0.7497
H -2.4774 -0.3919 0.8331
H 1.0799 2.1764 -1.4504
H 1.1110 2.8042 0.1164
H 3.0926 0.9196 -0.8435
H 3.1462 1.9287 0.4716
H 2.3393 -0.6965 -2.3015
H 2.2469 0.8555 -2.5926
O 2.7835 0.0656 -2.6859
H -2.3827 -1.9971 2.4222
H -1.6252 -0.7315 2.6164
O -2.3907 -1.2048 2.9681
H 0.0064 -2.5267 1.2089
H 0.0426 -3.2137 2.5658
O -0.5659 -2.8454 1.9157
H 0.7171 -2.4979 -3.4526
H -0.4675 -3.0457 -2.4902
O 0.3318 -2.5278 -2.5801
*
```



(7)
Entry from the Open Molecules 2025 dataset: the molecule C13H16N2O6 at a distorted geometry (ωB97M-V/def2-TZVPD).

Summary:
- structure (SMILES) = N[C@@H](Cc1ccc(O)cc1)C(=O)N[C@@H](CC(=O)O)C(=O)O
- HOMO level (eV) = -8.63
- energy relative to the best compared isomer or geometry (same formula, charge and spin) (eV) = 0.851

```
! wB97M-V def2-TZVPD RIJCOSX def2/J DEFGRID3
* xyz 0 1
C -0.1279 -1.9232 1.1346
C 0.6495 -1.4004 -0.0993
C -1.6488 -2.0973 0.7230
C -2.3198 -0.8589 0.2219
C -2.1306 -0.4106 -1.1143
C -3.1306 -0.0965 1.0444
C -2.7808 0.7021 -1.6918
C -3.7270 1.0770 0.5231
C -3.6403 1.4235 -0.8383
C 2.1890 0.3460 -0.9229
C 3.5479 -0.4032 -1.3104
C 2.5741 1.7939 -0.4837
C 3.2076 1.8486 0.8625
H 0.1341 -1.6411 3.1400
H -0.4907 -0.3458 2.3789
H 0.2648 -2.9506 1.2241
H -1.6927 -2.8718 -0.0506
H -2.2393 -2.5001 1.5799
H -1.4481 -0.9177 -1.8124
H -3.3240 -0.4045 2.0722
H -2.5304 0.9122 -2.7547
H -4.2871 1.7645 1.1834
H -4.9240 2.7922 -0.5257
H 1.4746 -0.0101 0.9891
H 1.5025 0.5129 -1.8003
H 3.1416 2.3204 -1.2391
H 1.5857 2.2473 -0.3343
H 4.8815 1.7637 -0.0119
H 2.4341 -1.9148 -1.8734
N 0.1604 -1.1035 2.2911
N 1.4429 -0.3610 0.1057
O 0.5419 -2.0469 -1.1614
O -4.4115 2.4258 -1.2741
O 4.6514 0.0848 -1.1733
O 2.5427 1.8613 1.8829
O 4.5518 2.0232 0.8535
O 3.3756 -1.6415 -1.7387
*
```



(8)
Entry from the Open Molecules 2025 dataset: a cluster of 3 separate species, C3H11NO4 in total at a distorted geometry (ωB97M-V/def2-TZVPD).

Summary:
- structure (SMILES) = O=CNCCO.O.O
- HOMO level (eV) = -10.08
- energy relative to the best compared isomer or geometry (same formula, charge and spin) (eV) = 1.972

```
! wB97M-V def2-TZVPD RIJCOSX def2/J DEFGRID3
* xyz 0 1
C -1.4860 0.3597 -0.0238
N -1.1074 0.5178 1.2783
C 0.1975 1.0754 1.5772
C 1.3104 0.0528 1.8337
O 2.4002 0.1611 0.8963
O -2.2829 -0.4892 -0.3785
H -1.0551 1.0705 -0.7459
H -1.3016 -0.2993 1.8431
H 0.6625 1.8602 0.9808
H 0.0801 1.5745 2.5523
H 1.8441 0.2115 2.7609
H 0.9754 -0.9697 1.7922
H 2.0785 0.0517 -0.0067
H -1.9049 -0.1575 -2.3860
H -1.0270 0.0305 -3.6216
O -1.5123 0.5256 -2.9548
H 0.1242 -1.4891 -1.3753
H 1.0835 -2.5057 -2.1084
O 0.9208 -1.5808 -1.9140
*
```



no.,orbital gap (eV),lowest unoccupied orbital energy (eV)
1,6.21,-9.5672
2,8.70,-6.0770
3,9.83,-0.9123
4,10.56,1.1723
5,7.91,-0.0417
6,8.76,0.3213
7,9.08,0.4489
8,10.64,0.5521